Entry 1:
This record from the OMol25 dataset describes a 2-piece molecular cluster, C23H28BrClF18N3O5P overall at a distorted geometry. The level of theory is ωB97M-V with the def2-TZVPD basis set.

```
80
C23H28BrClF18N3O5P | the OMol25 dataset | ωB97M-V with the def2-TZVPD basis set
Br 2.734 -4.241 -2.621
Cl -4.413 -1.852 -2.125
P 0.525 -1.917 -3.803
F 3.438 5.739 -0.010
F 1.340 0.883 2.024
F 3.773 4.598 2.330
F -1.116 -4.524 -0.738
F 3.625 1.901 3.134
F 1.620 5.950 1.131
F 3.384 -1.868 1.266
F 2.687 2.110 0.091
F 5.484 2.216 2.072
F 5.363 -0.215 2.143
F 0.933 -1.198 2.444
F 0.220 0.332 -0.135
F 1.799 3.633 2.244
F 3.255 -0.894 3.213
F 4.537 3.249 0.086
F 1.707 4.527 -0.495
F 4.559 0.235 0.186
F 2.149 -0.471 -0.700
O -1.763 2.427 2.166
O -3.114 0.851 0.408
O -3.267 -0.377 -3.889
O -3.596 5.366 0.696
O -2.987 -1.343 0.618
N 2.092 -3.216 -1.238
N 0.051 -2.365 -2.178
N 0.583 -1.954 0.002
C 2.857 4.015 1.524
C 0.800 -0.096 -3.819
C 4.297 0.303 1.500
C -1.878 -0.694 -1.979
C 1.118 -0.625 0.170
C -2.335 5.562 0.264
C -3.605 -0.197 1.173
C 1.633 -0.354 1.639
C 0.975 -2.534 -1.230
C -0.255 -4.275 1.489
C -1.653 -1.391 1.037
C 3.550 2.782 0.881
C -1.162 -3.697 0.393
C 0.609 -5.460 1.045
C -1.256 -2.017 -1.506
C 3.134 -0.683 1.898
C 4.212 1.813 1.933
C -3.124 -0.859 -2.812
C -3.134 2.795 1.930
C 2.393 5.092 0.494
C -0.914 -2.310 -4.850
C -3.680 2.140 0.664
C -0.877 -2.211 0.001
H -2.192 6.431 -0.430
H -0.602 -3.103 -5.525
H 1.153 -5.273 0.122
H -2.150 -0.055 -1.137
H -1.208 -1.435 -5.426
H -4.689 -0.312 1.095
H -1.570 -1.878 2.018
H -3.222 3.871 1.740
H -1.734 1.803 2.894
H 1.303 -5.720 1.841
H -1.775 -2.681 -4.295
H -1.877 4.701 -0.316
H -0.900 -4.660 2.279
H 0.497 0.383 -2.890
H 0.364 -3.512 1.955
H 2.645 -3.229 -0.393
H -3.293 -0.107 2.223
H -0.024 -6.324 0.852
H 0.211 0.332 -4.629
H -1.569 5.751 1.067
H -1.239 -0.393 1.155
H -2.193 -3.724 0.742
H -3.733 2.479 2.789
H -4.770 2.072 0.732
H 1.861 0.068 -3.977
H -3.445 2.755 -0.201
H -1.928 -2.808 -1.825
H -1.227 -0.112 -2.620
```

Calculated values
total energy: -179774.8297 eV
HOMO: -4.5392 eV
F_max: 0.0367 hartree/bohr
HOMO-LUMO gap: 2.590 eV
multiplicity: 1

Löwdin charges, unit e, in atom order:
1. Br 0.84
2. Cl 0.74
3. P 0.92
4. F 0.19
5. F 0.19
6. F 0.17
7. F -0.01
8. F 0.17
9. F 0.21
10. F 0.13
11. F 0.15
12. F 0.17
13. F 0.16
14. F 0.14
15. F 0.17
16. F 0.18
17. F 0.18
18. F 0.16
19. F 0.19
20. F 0.16
21. F 0.14
22. O -0.08
23. O -0.15
24. O 0.06
25. O -0.42
26. O -0.12
27. N -0.31
28. N -0.12
29. N 0.13
30. C -0.35
31. C -0.24
32. C -0.33
33. C -0.10
34. C -0.39
35. C -0.48
36. C -0.23
37. C -0.32
38. C -0.42
39. C -0.16
40. C -0.14
41. C -0.32
42. C -0.22
43. C -0.08
44. C -0.15
45. C -0.31
46. C -0.33
47. C -0.78
48. C -0.21
49. C -0.57
50. C -0.24
51. C -0.14
52. C -0.22
53. H 0.04
54. H 0.03
55. H 0.04
56. H 0.11
57. H 0.05
58. H 0.15
59. H 0.15
60. H 0.07
61. H 0.06
62. H 0.08
63. H 0.04
64. H 0.03
65. H 0.12
66. H 0.03
67. H 0.10
68. H 0.10
69. H 0.14
70. H 0.08
71. H 0.05
72. H 0.04
73. H 0.12
74. H 0.16
75. H 0.12
76. H 0.13
77. H 0.04
78. H 0.12
79. H 0.12
80. H 0.09

Entry 2:
This record from the OMol25 dataset describes one molecule with the formula C23H28ClN5O3. The level of theory is ωB97M-V with the def2-TZVPD basis set.

```
60
C23H28ClN5O3 | the OMol25 dataset | ωB97M-V with the def2-TZVPD basis set
Cl -3.014 6.911 -0.783
O -1.115 1.376 -1.176
O 1.706 1.989 1.637
O -2.359 2.189 3.075
N 1.033 -3.921 -0.812
N -0.143 3.078 0.963
N -0.323 1.280 3.484
N 0.476 0.628 -2.597
N -0.284 -1.871 0.600
C -1.056 3.521 -0.015
C 0.943 2.295 0.730
C 1.461 -2.541 -0.919
C -0.799 -0.954 1.587
C -2.528 3.129 -1.891
C 2.805 0.944 -2.219
C -1.512 4.838 0.024
C -1.555 2.676 -1.009
C 1.206 1.792 -0.642
C 1.147 -1.831 0.396
C -1.149 2.228 3.013
C -0.717 -3.246 0.729
C 0.997 -4.465 -3.291
C -0.798 -0.010 3.935
C -0.397 -3.974 -0.577
C 2.529 1.602 -1.033
C 1.501 -4.782 -1.878
C -2.477 5.275 -0.865
C 0.210 1.270 -1.479
C -0.289 -1.131 3.028
C 1.737 0.461 -2.957
C -3.013 4.418 -1.814
C -0.413 3.414 2.359
H -0.208 -3.767 1.559
H 0.665 1.354 3.269
H 2.537 -2.518 -1.108
H 3.317 1.962 -0.389
H -1.064 4.282 2.411
H 0.536 3.612 2.863
H -1.889 0.032 3.926
H -0.701 -5.021 -0.502
H -0.622 -2.090 3.427
H 2.595 -4.733 -1.870
H 1.433 -5.167 -3.998
H 1.477 -0.791 0.348
H -1.889 -1.034 1.578
H -0.456 -0.177 4.962
H -0.085 -4.551 -3.343
H 3.820 0.795 -2.549
H -2.901 2.436 -2.628
H 1.281 -3.458 -3.585
H -3.781 4.760 -2.489
H -0.542 0.052 1.243
H 0.803 -1.118 3.029
H -0.968 -3.490 -1.386
H 0.942 -2.004 -1.731
H 1.698 -2.341 1.205
H 1.885 -0.080 -3.881
H 1.211 -5.804 -1.616
H -1.110 5.531 0.745
H -1.794 -3.264 0.905
```

Calculated values
total energy: -50421.8028 eV
HOMO: -8.1757 eV
F_max: 0.0142 hartree/bohr
SMILES: CCN1CCN(CCCNC(=O)CN2C(=O)c3cccnc3Oc3ccc(Cl)cc32)CC1
energy relative to the best compared isomer or geometry (same formula, charge and spin): 9.4 kJ/mol
HOMO-LUMO gap: 8.282 eV
multiplicity: 1

Löwdin charges, unit e, in atom order:
1. Cl 0.69
2. O 0.07
3. O 0.06
4. O 0.07
5. N -0.19
6. N 0.05
7. N 0.07
8. N 0.17
9. N -0.17
10. C -0.11
11. C -0.38
12. C -0.18
13. C -0.18
14. C 0.02
15. C -0.04
16. C -0.03
17. C -0.17
18. C -0.05
19. C -0.17
20. C -0.48
21. C -0.18
22. C -0.08
23. C -0.17
24. C -0.18
25. C 0.01
26. C -0.25
27. C -0.67
28. C -0.27
29. C -0.15
30. C -0.13
31. C -0.09
32. C -0.02
33. H 0.12
34. H 0.12
35. H 0.12
36. H 0.13
37. H 0.12
38. H 0.13
39. H 0.12
40. H 0.12
41. H 0.11
42. H 0.11
43. H 0.07
44. H 0.11
45. H 0.13
46. H 0.12
47. H 0.06
48. H 0.10
49. H 0.13
50. H 0.06
51. H 0.11
52. H 0.10
53. H 0.11
54. H 0.12
55. H 0.11
56. H 0.13
57. H 0.11
58. H 0.11
59. H 0.12
60. H 0.12

Entry 3:
This record from the OMol25 dataset describes C23H28F9O3Ti as an isolated structure at a distorted geometry. The level of theory is ωB97M-V with the def2-TZVPD basis set.

```
64
C23H28F9O3Ti | the OMol25 dataset | ωB97M-V with the def2-TZVPD basis set
Ti 0.013 -0.064 -0.423
F -0.243 3.725 0.687
F -0.454 2.565 3.076
F 1.353 4.545 1.947
F 3.553 3.006 2.150
F 1.557 2.450 3.931
F 0.552 0.645 3.201
F 1.779 3.867 -0.100
F 3.224 0.839 2.260
F 3.390 1.818 0.313
O 0.788 1.215 0.659
O 0.752 0.960 -2.144
O 0.432 0.168 -6.532
C 0.226 1.034 -8.544
C 1.068 3.591 1.026
C -2.254 -0.873 -0.610
C 2.084 -0.965 0.150
C 1.858 -1.346 -1.204
C 0.235 0.106 -3.221
C -1.926 -0.508 0.740
C -2.243 0.310 -1.407
C 0.673 2.205 -4.130
C 0.721 -2.217 -1.228
C 2.899 1.972 1.576
C 1.600 -1.108 -8.222
C 0.909 2.332 -2.648
C 0.237 -2.353 0.105
C -0.906 -1.197 -8.122
C -1.890 1.406 -0.567
C -1.725 0.906 0.763
C 0.764 1.968 2.956
C 1.087 -1.581 0.964
C -0.373 1.080 -4.173
C 0.248 1.516 -7.107
C 1.363 2.151 1.530
C 0.334 -0.362 -7.882
H 1.060 -1.572 2.051
H 1.654 -2.028 -7.628
H 1.579 -1.370 -9.282
H 2.488 -0.488 -8.048
H -0.501 -0.646 -2.876
H -0.529 0.575 -5.104
H 0.150 2.970 -2.183
H -0.703 1.948 -6.768
H -0.705 1.282 -9.054
H 2.938 -0.403 0.490
H 0.308 3.133 -4.573
H -1.962 -1.136 1.628
H 1.103 2.157 -6.877
H 1.907 2.683 -2.368
H -2.557 -1.861 -0.951
H -1.822 -0.654 -7.867
H 1.105 1.339 -9.112
H -0.848 -2.141 -7.570
H 2.524 -1.099 -2.033
H -0.587 -2.981 0.432
H -2.586 0.393 -2.436
H 0.345 -2.745 -2.104
H -1.928 2.460 -0.837
H -0.943 -1.431 -9.197
H -1.629 1.501 1.658
H 1.615 1.929 -4.642
H 1.084 -0.451 -3.630
H -1.356 1.434 -3.840
```

Calculated values
total energy: -78020.3274 eV
HOMO (alpha / beta): -6.6204 / -7.6840 eV
F_max: 0.1218 hartree/bohr
energy relative to the best compared isomer or geometry (same formula, charge and spin): 0.0 kJ/mol
HOMO-LUMO gap (alpha / beta): 6.964 / 8.023 eV
multiplicity: 2

Löwdin charges, unit e, in atom order:
1. Ti 0.86
2. F 0.15
3. F 0.14
4. F 0.16
5. F 0.16
6. F 0.17
7. F 0.15
8. F 0.15
9. F 0.15
10. F 0.14
11. O -0.24
12. O -0.25
13. O -0.13
14. C -0.07
15. C -0.48
16. C -0.15
17. C -0.15
18. C -0.14
19. C -0.19
20. C -0.16
21. C -0.15
22. C -0.15
23. C -0.16
24. C -0.49
25. C -0.02
26. C -0.13
27. C -0.17
28. C -0.02
29. C -0.14
30. C -0.15
31. C -0.49
32. C -0.14
33. C -0.16
34. C -0.16
35. C -0.22
36. C -0.58
37. H 0.12
38. H 0.09
39. H 0.09
40. H 0.09
41. H 0.10
42. H 0.08
43. H 0.12
44. H 0.13
45. H 0.11
46. H 0.10
47. H 0.12
48. H 0.12
49. H 0.12
50. H 0.13
51. H 0.12
52. H 0.09
53. H 0.12
54. H 0.09
55. H 0.12
56. H 0.12
57. H 0.11
58. H 0.12
59. H 0.11
60. H 0.10
61. H 0.10
62. H 0.13
63. H 0.13
64. H 0.12

Entry 4:
This record from the OMol25 dataset describes one molecule with the formula C23H28N2O3S at a distorted geometry. The level of theory is ωB97M-V with the def2-TZVPD basis set.

```
57
C23H28N2O3S | the OMol25 dataset | ωB97M-V with the def2-TZVPD basis set
S 3.152 -3.364 -0.464
O 3.329 -0.483 -1.411
O -2.566 2.065 1.947
O -3.199 -0.308 0.498
N 2.966 0.503 0.538
N 1.645 3.467 0.083
C 2.668 -2.226 1.795
C 1.053 3.312 1.395
C -6.755 -0.697 0.001
C 2.833 -4.345 0.908
C 3.570 1.366 -2.995
C -1.901 2.342 0.744
C 3.340 0.862 -1.620
C 3.109 1.474 -0.416
C -5.649 -1.799 -1.809
C 0.422 1.940 1.643
C 2.595 -3.611 2.028
C -4.352 -0.708 -0.110
C -6.819 -1.431 -1.173
C -4.415 -1.444 -1.287
C 0.680 3.179 -0.953
C -0.593 1.539 0.559
C -5.534 -0.336 0.531
C 2.964 -1.929 0.490
C -0.009 1.809 -0.837
C -0.847 0.025 0.736
C 3.092 -0.631 -0.091
C -1.955 -0.583 -0.120
C 2.981 2.935 -0.108
H 1.179 3.253 -1.922
H 2.513 -1.466 2.538
H -2.935 1.175 1.867
H -2.566 2.162 -0.112
H -0.081 3.966 -0.906
H -5.469 0.238 1.442
H 0.084 -0.502 0.515
H -7.663 -0.402 0.507
H 3.739 2.439 -2.973
H 1.221 1.197 1.675
H 2.840 -5.412 0.801
H -1.673 3.409 0.770
H 2.707 1.156 -3.628
H -7.775 -1.713 -1.587
H 0.293 4.095 1.491
H -1.937 -0.174 -1.138
H -1.090 -0.172 1.783
H -0.798 1.763 -1.592
H 2.375 -4.044 2.987
H -5.687 -2.371 -2.724
H -3.517 -1.747 -1.803
H 3.547 3.147 0.801
H 3.435 3.493 -0.936
H 0.714 1.026 -1.069
H 4.436 0.872 -3.433
H -0.087 1.951 2.608
H 1.821 3.499 2.148
H -1.812 -1.671 -0.180
```

Calculated values
total energy: -44263.0983 eV
HOMO: -7.9618 eV
F_max: 0.0277 hartree/bohr
SMILES: Cc1oc(-c2cccs2)nc1CN1CCC(CO)(CCOc2ccccc2)CC1
energy relative to the best compared isomer or geometry (same formula, charge and spin): 213.7 kJ/mol
HOMO-LUMO gap: 8.275 eV
multiplicity: 1

Löwdin charges, unit e, in atom order:
1. S 1.07
2. O 0.10
3. O -0.05
4. O -0.08
5. N 0.19
6. N -0.16
7. C -0.11
8. C -0.17
9. C -0.09
10. C -0.41
11. C 0.00
12. C -0.21
13. C -0.26
14. C -0.22
15. C -0.09
16. C -0.12
17. C -0.18
18. C -0.26
19. C -0.10
20. C -0.02
21. C -0.16
22. C -0.42
23. C -0.01
24. C -0.45
25. C -0.11
26. C -0.10
27. C -0.37
28. C -0.17
29. C -0.11
30. H 0.12
31. H 0.12
32. H 0.07
33. H 0.13
34. H 0.12
35. H 0.12
36. H 0.11
37. H 0.10
38. H 0.08
39. H 0.09
40. H 0.06
41. H 0.12
42. H 0.09
43. H 0.10
44. H 0.12
45. H 0.13
46. H 0.13
47. H 0.12
48. H 0.10
49. H 0.10
50. H 0.10
51. H 0.13
52. H 0.12
53. H 0.11
54. H 0.09
55. H 0.12
56. H 0.12
57. H 0.13